# 1
DFT (ωB97M-V with the def2-TZVPD basis set) results for a cluster of 2 separate species, C2H4N2S2 in total at a distorted geometry.

```
10
Properties=species:S:1:pos:R:3:forces:R:3
C -0.8846 0.3893 0.1701 0.614 0.591 0.623
C 0.3415 0.1876 1.1097 -0.074 0.880 -2.931
N -0.4928 0.2010 -1.2111 -1.024 -1.611 -1.302
N 0.6886 -0.0122 -1.4557 -0.922 0.442 0.071
S 0.9452 -2.3097 -2.5245 0.045 -0.037 -0.113
S 1.7021 0.0437 -0.1273 0.959 -0.360 1.774
H -1.5881 -0.3009 0.6429 -0.653 0.002 -1.390
H -1.3395 1.3842 0.0307 0.165 -0.058 1.163
H 0.4730 1.0625 1.6502 0.563 1.425 1.319
H 0.1546 -0.6454 1.7149 0.327 -1.273 0.786
```
Forces are in eV/Å.

Properties
Gap between HOMO and LUMO (spin up / spin down): 7.27 / 7.34 eV
E_LUMO (spin up / spin down): -1.99 / -1.91 eV
E: -26784.5985 eV
Spin multiplicity: 1

# 2
DFT (ωB97M-V with the def2-TZVPD basis set) results for a structure of composition C27H22AgI2N4OSb.

```
58
Properties=species:S:1:pos:R:3:forces:R:3
Ag 0.2893 -0.1773 0.1071 0.507 0.434 -0.117
C 1.5423 -0.2004 3.8546 0.021 -0.022 -0.061
C 0.1042 -0.4715 3.5472 -0.070 0.056 0.025
C -0.9282 -0.0016 4.3535 -0.018 0.057 -0.038
C -2.2394 -0.2205 3.9750 -0.010 0.014 -0.009
C -2.4975 -0.9485 2.8229 -0.034 -0.012 -0.073
C -1.4131 -1.4260 2.1021 0.017 -0.279 -0.063
N -0.1499 -1.1861 2.4473 -0.023 -0.106 0.339
Sb -1.6556 -2.9114 0.5388 0.101 0.093 0.061
C 0.4626 -3.3179 0.2867 -0.218 -0.136 0.036
C 0.8772 -4.6414 0.2399 -0.082 0.004 0.032
C 2.2236 -4.9162 0.0499 0.074 0.088 -0.005
C 3.1085 -3.8600 -0.0751 -0.057 -0.136 0.026
C 2.6224 -2.5573 -0.0125 0.017 0.072 0.015
C 3.5214 -1.3625 -0.1300 -0.051 -0.025 -0.005
N 1.3240 -2.3091 0.1560 -0.020 0.138 -0.042
C -1.7531 -1.7113 -1.2713 0.031 -0.186 -0.008
C -2.9573 -1.3765 -1.8754 -0.041 -0.038 0.055
C -2.9393 -0.9507 -3.1954 0.033 0.026 0.003
C -1.7304 -0.8900 -3.8666 0.003 0.045 0.030
C -0.5566 -1.1794 -3.1747 -0.133 0.007 0.008
C 0.7938 -1.0982 -3.8255 -0.069 0.005 0.022
N -0.5807 -1.5680 -1.8974 -0.124 -0.164 -0.392
H 1.6509 0.3380 4.7940 0.035 -0.009 -0.002
H 1.9537 0.4130 3.0507 -0.027 0.028 0.049
H 2.1031 -1.1353 3.8994 -0.011 -0.011 0.021
H -0.7003 0.5500 5.2541 0.025 0.037 0.005
H -3.0538 0.1619 4.5773 -0.003 -0.001 -0.001
H -3.5107 -1.1604 2.5054 -0.011 -0.003 0.025
H 0.1550 -5.4403 0.3510 0.021 -0.008 -0.005
H 2.5776 -5.9382 0.0042 -0.002 -0.001 0.003
H 4.1663 -4.0378 -0.2158 0.001 0.028 -0.002
H 4.5704 -1.6516 -0.1581 0.004 0.018 0.004
H 3.3522 -0.6921 0.7140 0.022 0.012 -0.002
H 3.2868 -0.8045 -1.0390 0.003 0.006 0.002
H -3.8903 -1.4830 -1.3365 -0.009 0.006 -0.017
H -3.8598 -0.6868 -3.7005 -0.006 -0.026 -0.004
H -1.6887 -0.5994 -4.9088 0.009 0.011 0.008
H 0.8001 -0.3803 -4.6453 0.027 -0.018 -0.009
H 1.0705 -2.0768 -4.2230 0.032 0.013 -0.007
H 1.5392 -0.8133 -3.0844 0.016 0.017 -0.009
I 0.5285 3.6162 3.9557 -0.093 0.090 -0.155
C -0.0350 3.8845 1.9540 0.218 -0.483 0.191
C -0.4230 5.1423 1.5140 -0.077 0.100 -0.212
C -0.7291 5.3462 0.1920 -0.067 0.591 0.080
I -1.2364 7.3075 -0.4104 0.040 -0.282 0.092
C -0.6641 4.2907 -0.7360 0.026 -0.366 0.008
C -0.9558 4.4187 -2.1106 0.029 -0.045 -0.102
C -0.8633 3.3311 -2.9294 -0.012 0.060 -0.043
C -0.4852 2.0984 -2.3810 0.049 -0.054 0.138
N -0.2133 1.9282 -1.1086 0.025 -0.001 -0.063
C -0.2827 2.9941 -0.2754 -0.093 0.252 -0.024
C 0.0779 2.7575 1.1154 0.141 0.032 0.282
O 0.4839 1.6237 1.5220 -0.157 0.107 -0.104
H -0.4751 5.9632 2.2159 0.021 -0.008 0.007
H -1.2384 5.3835 -2.5100 -0.023 0.002 0.039
H -1.0754 3.4035 -3.9878 0.005 0.017 0.008
H -0.4035 1.2294 -3.0154 -0.012 -0.045 -0.040
```
Forces are in eV/Å.

Properties
Gap between HOMO and LUMO: 6.90 eV
E_LUMO: 0.20 eV
E: -63101.7117 eV
Spin multiplicity: 1

# 3
DFT (ωB97M-V with the def2-TZVPD basis set) results for a structure of composition C31H36N5O2STa.

```
76
Properties=species:S:1:pos:R:3:forces:R:3
Ta -1.6833 -0.3546 -0.7760 -0.355 -0.147 -0.201
C -1.9800 -2.2277 -2.4116 0.106 -0.276 -0.096
C -2.8878 -1.1802 -2.6724 0.049 0.224 0.140
C -3.9178 -0.8785 -1.7265 0.181 0.144 0.035
C -3.9079 -1.5212 -0.4962 0.016 -0.051 0.015
C -2.8378 -2.3750 -0.1492 0.161 0.297 0.174
C -1.8982 -2.7888 -1.1480 0.129 0.043 0.072
H -1.2851 -2.5390 -3.1805 -0.047 -0.021 -0.023
H -2.8869 -0.7149 -3.6490 -0.059 0.020 0.009
H -4.7099 -0.1827 -1.9690 0.001 -0.017 -0.060
H -4.6744 -1.2994 0.2356 -0.017 -0.028 -0.013
H -2.8163 -2.8362 0.8290 0.001 -0.017 -0.012
H -1.1662 -3.5537 -0.9259 -0.026 -0.027 -0.010
O -2.3058 7.6602 -2.3784 -0.029 -0.006 0.017
C -2.6043 6.5962 -2.5633 0.057 0.025 -0.017
O -2.9778 5.4652 -2.8317 -0.023 -0.040 0.000
C -2.5238 4.1889 -2.2345 -0.027 0.065 -0.024
C -3.0577 3.8267 -1.0257 0.041 -0.036 0.003
C -2.6926 2.5579 -0.5796 0.003 -0.080 0.057
N -1.9096 1.7535 -1.3299 -0.133 0.369 -0.230
C -1.3483 2.1887 -2.4776 0.030 -0.120 0.018
C -1.6641 3.4424 -2.9980 0.013 -0.044 0.027
C -0.3457 1.2705 -3.0661 -0.085 0.052 -0.062
C 0.4342 1.6082 -4.1553 -0.044 -0.027 0.055
C 1.4144 0.7208 -4.5907 0.004 -0.024 0.013
C 1.5939 -0.4609 -3.8951 0.033 0.014 -0.056
C 0.7752 -0.7310 -2.8098 -0.043 0.028 0.067
N -0.1968 0.0966 -2.4054 0.323 0.008 -0.142
C -3.0693 1.9943 0.7291 -0.148 0.043 -0.024
C -3.7669 2.6876 1.6998 0.058 -0.082 -0.108
C -4.0064 2.0734 2.9263 -0.011 -0.002 0.034
C -3.5141 0.7994 3.1448 -0.040 0.014 0.032
C -2.8113 0.1681 2.1295 0.013 0.148 -0.032
N -2.6138 0.7354 0.9312 0.146 -0.066 0.313
H -3.7273 4.4615 -0.4631 0.001 0.027 -0.020
H -1.2687 3.7978 -3.9383 -0.014 0.026 -0.004
H 0.2988 2.5496 -4.6679 0.022 -0.002 -0.022
H 2.0282 0.9601 -5.4495 0.001 0.000 0.000
H 2.3526 -1.1753 -4.1855 -0.002 -0.001 -0.002
H 0.8897 -1.6457 -2.2427 0.003 -0.003 -0.011
H -4.1172 3.6949 1.5268 -0.013 0.007 0.020
H -4.5538 2.5964 3.6999 0.003 -0.005 0.005
H -3.6556 0.2981 4.0928 0.000 -0.005 -0.004
H -2.3793 -0.8126 2.2749 0.005 0.005 0.019
C 5.3453 -0.2791 1.6296 -0.023 -0.014 -0.016
C 5.1246 1.1706 1.2024 0.004 -0.009 -0.013
C 3.6910 1.5391 0.8160 0.021 0.028 0.000
C 3.1212 0.7690 -0.3719 -0.052 -0.082 -0.030
N 2.7425 -0.6163 -0.0232 0.095 0.029 -0.022
C 1.6007 -1.0167 0.4959 -0.038 0.143 -0.111
S 0.2757 0.1447 0.6975 -0.364 -0.608 0.205
N 1.4571 -2.2721 0.9006 -0.005 -0.011 -0.050
C 0.4271 -2.8127 1.8079 -0.008 0.006 -0.043
C 0.7374 -2.5292 3.2724 0.031 0.000 0.046
C 2.1224 -3.0076 3.7154 0.007 -0.021 -0.029
C 2.3661 -4.4946 3.4807 -0.007 0.013 0.002
H 6.3116 -0.3917 2.1176 0.005 0.003 -0.007
H 5.3709 -0.9697 0.7780 -0.004 -0.001 0.001
H 4.5852 -0.6136 2.3424 0.003 0.005 0.007
H 5.7917 1.4112 0.3707 0.004 0.009 0.006
H 5.4215 1.8277 2.0201 -0.013 0.005 0.006
H 3.6634 2.5987 0.5515 -0.004 0.006 0.004
H 3.0192 1.4152 1.6726 0.000 -0.006 0.000
H 3.8556 0.6921 -1.1751 0.006 0.004 0.004
H 2.2298 1.2505 -0.7770 0.033 0.024 0.024
H 3.5291 -1.2510 0.0668 0.006 0.001 0.024
H 2.2900 -2.8503 0.8509 0.013 0.018 0.015
H 0.3920 -3.8847 1.6150 0.014 0.001 0.012
H -0.5355 -2.3924 1.5166 0.019 0.008 0.007
H -0.0286 -3.0353 3.8663 -0.008 0.006 0.007
H 0.6374 -1.4558 3.4620 -0.016 0.004 -0.009
H 2.2287 -2.7855 4.7772 -0.006 0.006 0.002
H 2.8977 -2.4127 3.2185 0.002 0.006 0.008
H 1.5960 -5.0996 3.9617 0.001 -0.010 -0.011
H 3.3254 -4.7992 3.8945 0.000 0.005 0.004
H 2.3829 -4.7637 2.4191 -0.002 -0.006 0.002
```
Forces are in eV/Å.

Properties
Total charge: +4
Gap between HOMO and LUMO (spin up / spin down): 5.79 / 5.68 eV
E_LUMO (spin up / spin down): -13.01 / -13.02 eV
E: -56626.0340 eV
Spin multiplicity: 1

# 4
DFT (ωB97M-V with the def2-TZVPD basis set) results for the molecule C5H8O2.

```
15
Properties=species:S:1:pos:R:3:forces:R:3
C -1.7184 -0.2469 0.7913 -0.091 -0.033 0.058
C -0.6409 -0.0653 -0.2842 -0.160 -0.153 -0.122
O -0.2225 1.2711 -0.4461 -0.104 0.009 0.054
C 1.1995 1.2675 -0.5385 0.320 0.038 -0.006
C 1.5698 -0.2200 -0.5362 0.209 0.072 -0.121
O 0.4807 -0.7872 0.1594 -0.010 -0.070 0.040
C -1.6950 -1.7361 0.9149 -0.008 0.240 0.209
H -1.4401 0.3677 1.6575 0.003 -0.146 -0.089
H -2.6691 0.0982 0.3680 0.143 -0.036 -0.012
H -0.9932 -0.4584 -1.2501 0.071 0.019 0.113
H 1.6178 1.7876 0.3304 -0.065 -0.058 -0.112
H 1.5174 1.7776 -1.4532 -0.081 -0.060 0.114
H 1.6261 -0.6315 -1.5535 0.017 0.088 0.098
H 2.4860 -0.4551 0.0083 -0.094 0.088 -0.110
H -1.1182 -1.9692 1.8320 -0.150 0.001 -0.114
```
Forces are in eV/Å.

Properties
Gap between HOMO and LUMO (spin up / spin down): 8.51 / 8.51 eV
E_LUMO (spin up / spin down): -0.17 / -0.17 eV
E: -9404.8040 eV
Spin multiplicity: 1

# 5
DFT (ωB97M-V with the def2-TZVPD basis set) results for a cluster of 2 separate species, C6H15NO2S in total at a distorted geometry.

```
25
Properties=species:S:1:pos:R:3:forces:R:3
C 0.8794 0.1712 0.4101 -2.284 0.945 -1.581
C 0.0952 0.9104 -0.6970 -1.216 -1.280 2.605
C -1.4526 0.9339 -0.4078 -0.368 0.958 -1.251
C -1.9446 0.7737 1.0745 2.348 -1.268 -4.940
C -2.1091 -0.2434 -1.1978 0.940 -0.788 -1.619
N -3.5623 -0.0245 -1.3612 1.280 -0.754 -1.944
C -1.7513 -1.6403 -0.4892 -1.699 1.592 1.073
O -2.3682 -1.9598 0.5013 0.489 -0.629 -1.057
O -0.7275 -2.3505 -0.9736 -0.467 -0.239 0.524
H 0.4772 0.3624 1.3496 -0.780 0.213 1.667
H 0.9491 -0.8467 0.2485 -0.232 -2.242 -0.229
H 1.8268 0.4939 0.4430 3.703 1.373 0.010
H 0.4734 1.8760 -0.8263 0.444 1.659 0.069
H 0.2778 0.4245 -1.6104 0.112 -0.668 -1.457
H -1.8431 1.9068 -0.9200 0.318 -1.732 1.035
H -1.5669 -0.1333 1.3726 0.713 -2.011 1.042
H -1.6624 1.4304 1.7375 1.685 4.072 3.165
H -2.9354 0.6938 1.0721 -4.189 -0.187 0.017
H -1.6387 -0.3295 -2.2620 -0.824 0.524 1.593
H -3.9742 -0.3972 -0.5601 -1.036 -0.460 1.957
H -3.8972 -0.6879 -2.0855 0.296 0.707 0.351
H -0.3909 -1.8007 -1.6661 0.782 0.219 -1.025
S 5.5445 1.5020 1.4173 0.621 0.255 -0.673
H 6.4654 1.8674 0.4423 -0.696 -0.532 0.905
H 6.1276 0.3297 1.7386 0.060 0.274 -0.235
```
Forces are in eV/Å.

Properties
Gap between HOMO and LUMO: 10.32 eV
E_LUMO: 0.60 eV
SMILES string: CC[C@H](C)[C@H](N)C(=O)O.S
E: -22884.1710 eV
Spin multiplicity: 1

# 6
DFT (ωB97M-V with the def2-TZVPD basis set) results for a cluster of 3 separate species, C28H42BrN3O5 in total at a distorted geometry.

```
79
Properties=species:S:1:pos:R:3:forces:R:3
O -2.9055 1.7306 0.9710 0.004 8.757 -3.629
C -2.8909 2.9962 0.4733 0.043 -8.002 2.704
Br -2.2861 4.4154 1.7873 -0.642 -1.090 -1.647
C -3.3129 3.2872 -1.0836 -0.682 1.581 -0.299
N -2.2761 2.9038 -2.1153 -0.375 -0.151 -0.785
C -1.9988 1.4176 -2.3150 -0.824 -3.816 -1.378
O -2.6579 0.5169 -3.0840 4.085 6.543 5.442
C -0.6654 1.2151 -1.3838 2.761 0.593 1.517
C -0.0239 -0.0856 -0.6214 1.811 4.405 0.009
C 1.3577 0.1892 0.2783 -1.846 3.313 -1.885
C 2.0214 1.7159 0.3967 -3.196 -0.346 -2.128
C 1.3587 3.0326 -0.3921 -2.230 -4.383 -0.633
C 0.0113 2.7303 -1.2741 1.169 -2.548 1.276
C -0.9833 3.6880 -2.1568 2.589 3.379 -1.158
O -0.6980 4.8515 -2.8041 -2.493 -7.921 4.588
H -3.4828 4.4600 -1.1799 0.372 -2.577 0.163
H -4.3420 2.7367 -1.3198 2.467 1.014 0.705
H -0.5404 -1.1321 -0.7040 1.220 2.282 0.202
H 1.8643 -0.6963 0.8614 -1.164 2.033 -1.303
H 2.9777 1.8969 1.0652 -2.244 -0.564 -1.473
H 1.7791 4.1225 -0.3176 -0.842 -2.475 -0.122
C 5.1989 2.8443 6.6210 -0.038 -0.027 0.286
C 4.5771 2.8306 5.1978 1.839 0.730 0.754
C 3.9166 4.1972 4.8674 -0.308 -0.113 -0.233
C 2.5511 4.4062 5.4990 -0.032 -0.011 0.166
C 1.6293 3.2387 5.1687 0.308 0.045 -0.128
C 2.2297 1.8685 5.5856 -1.590 -0.457 1.335
N 3.6329 1.6673 5.0762 -1.057 0.621 -5.016
O 3.5365 1.3471 3.7099 0.423 0.374 3.645
C 2.1816 1.7622 7.1354 0.216 0.159 0.181
C 1.2507 0.7405 5.1232 0.538 0.075 -0.617
C 5.8426 2.7170 4.2767 -0.659 -0.459 -0.337
H 4.5038 2.6494 7.4295 -0.164 0.025 -0.051
H 5.9858 2.0845 6.7138 -0.196 0.111 -0.164
H 5.6588 3.8168 6.8416 -0.076 -0.187 -0.253
H 3.7965 4.2893 3.7782 0.078 -0.228 0.114
H 4.5765 5.0222 5.1643 0.124 -0.359 -0.008
H 2.6511 4.5356 6.5847 -0.043 -0.061 -0.122
H 2.1123 5.3343 5.1179 0.051 -0.064 0.073
H 0.6621 3.3977 5.6627 0.165 -0.335 0.011
H 1.4228 3.2468 4.0911 0.122 -0.173 0.047
H 2.7351 0.8854 7.4890 -0.014 0.144 -0.097
H 1.1492 1.6582 7.4931 0.161 -0.036 -0.360
H 2.5628 2.6474 7.6474 0.099 -0.108 -0.096
H 1.0600 0.7601 4.0433 0.270 0.017 0.210
H 0.2691 0.8455 5.6039 0.398 0.231 0.088
H 1.6402 -0.2492 5.3880 0.025 0.174 -0.065
H 6.3408 1.7474 4.3973 -0.208 0.140 0.003
H 6.5775 3.4937 4.5261 -0.372 -0.091 0.249
H 5.6044 2.8465 3.2145 -0.096 -0.133 0.260
C -2.7273 -6.1129 -6.1390 -0.152 0.024 -0.244
C -2.1959 -5.4424 -4.8427 -0.249 -1.972 -0.552
C -3.3057 -5.3744 -3.7578 0.094 0.326 0.195
C -4.3174 -4.2597 -3.9605 -0.077 0.022 -0.146
C -3.6069 -2.9219 -4.1264 0.143 -0.281 0.076
C -2.5633 -2.9397 -5.2763 -0.952 1.542 -1.090
N -1.6081 -4.1004 -5.1791 1.788 1.038 4.655
O -0.6758 -3.7876 -4.1735 -2.065 -0.825 -2.964
C -3.3250 -2.9600 -6.6309 -0.141 -0.275 -0.102
C -1.8342 -1.5567 -5.3012 0.517 -0.502 0.444
C -1.1405 -6.4849 -4.3307 0.275 0.807 0.172
H -3.2730 -5.4565 -6.8070 -0.053 0.149 0.084
H -1.9029 -6.5267 -6.7342 -0.067 0.143 0.225
H -3.4069 -6.9430 -5.9042 0.242 0.156 0.131
H -2.8419 -5.2270 -2.7717 0.142 0.016 -0.237
H -3.8383 -6.3318 -3.6955 0.317 0.024 -0.196
H -4.9548 -4.4786 -4.8272 0.090 0.068 0.072
H -4.9841 -4.2114 -3.0930 0.026 -0.026 -0.098
H -4.3567 -2.1400 -4.3037 0.329 -0.006 -0.191
H -3.1185 -2.6624 -3.1789 0.136 -0.028 -0.175
H -2.6391 -3.1316 -7.4677 -0.058 -0.041 0.156
H -3.8277 -2.0022 -6.8166 0.282 -0.104 0.264
H -4.1232 -3.7031 -6.6736 0.159 -0.047 0.003
H -1.3472 -1.3162 -4.3484 -0.076 -0.267 -0.284
H -2.5414 -0.7389 -5.4924 -0.053 -0.468 0.027
H -1.0777 -1.5269 -6.0938 -0.081 -0.123 0.114
H -0.2814 -6.5521 -5.0092 -0.184 0.136 0.100
H -1.5828 -7.4876 -4.2652 -0.209 0.348 -0.199
H -0.7641 -6.2470 -3.3289 -0.073 0.136 -0.280
```
Forces are in eV/Å.

Properties
Expectation value of S²: 2.010
Gap between HOMO and LUMO (spin up / spin down): 7.40 / 7.66 eV
E_LUMO (spin up / spin down): -1.49 / -1.49 eV
E: -114450.2643 eV
Spin multiplicity: 3